No. 1
The following is a DFT calculation (the ωB97M-V functional and the def2-TZVPD basis) of an isolated molecule of C2H4N2O2S.

```
11
Properties=species:S:1:pos:R:3:lowdin_charge:R:1
C -0.700 -1.681 -0.223 0.06
C -0.626 -0.310 -0.265 -0.54
S 0.858 0.475 -0.760 0.91
N 0.831 1.691 0.430 -0.31
N -1.849 0.506 -0.156 -0.38
O -2.883 -0.114 0.054 0.06
O -1.757 1.731 -0.303 0.04
H 0.234 -2.224 -0.255 0.06
H -1.695 -2.195 -0.209 0.09
H 1.631 1.728 0.981 0.00
H 0.494 2.551 0.104 0.01
```

Computed properties:
- largest force on an atom (eV/A) = 2.9
- total energy (eV) = -20045.1117
- frontier orbital gap (eV) = 8.65
- SMILES = C=C(SN)[N+](=O)[O-]
- energy relative to the best compared isomer or geometry (same formula, charge and spin) (kcal per mole) = 100.80

***

No. 2
The following is a DFT calculation (the ωB97M-V functional and the def2-TZVPD basis) of C2H4N2O2S as an isolated structure.

```
11
Properties=species:S:1:pos:R:3:lowdin_charge:R:1
C -0.857 -0.884 0.628 -0.33
C 1.258 0.232 0.611 0.04
N 0.148 -0.094 0.140 -0.12
N -1.890 -0.388 1.145 0.12
O 1.126 0.246 -2.441 -0.46
O 0.085 2.229 -1.513 -0.44
S -0.079 0.865 -1.939 0.81
H -0.682 -1.948 0.387 0.14
H 1.608 -0.048 1.602 0.10
H 1.903 0.841 -0.008 0.08
H -2.619 -1.051 1.388 0.05
```

Computed properties:
- largest force on an atom (eV/A) = 1.5
- total energy (eV) = -20047.4899
- frontier orbital gap (eV) = 10.15
- energy relative to the best compared isomer or geometry (same formula, charge and spin) (kcal per mole) = 45.96

***

No. 3
The following is a DFT calculation (the ωB97M-V functional and the def2-TZVPD basis) of an isolated molecule of C2H4N2O2S.

```
11
Properties=species:S:1:pos:R:3:lowdin_charge:R:1
O -2.999 -1.084 -0.032 0.04
C -2.335 -0.079 -0.134 -0.34
N -1.161 -0.002 0.496 0.05
O -0.362 1.086 0.104 -0.04
C 0.966 0.839 0.022 -0.36
N 1.432 -0.303 0.157 -0.36
S 3.121 -0.457 0.021 0.74
H -2.563 0.867 -0.733 0.16
H -0.688 -0.875 0.650 0.13
H 1.498 1.756 -0.271 0.14
H 3.089 -1.748 -0.280 -0.15
```

Computed properties:
- largest force on an atom (eV/A) = 1.6
- total energy (eV) = -20046.5993
- frontier orbital gap (eV) = 9.87
- SMILES = O=CNO/C=N/S
- energy relative to the best compared isomer or geometry (same formula, charge and spin) (kcal per mole) = 66.50

***

No. 4
The following is a DFT calculation (the ωB97M-V functional and the def2-TZVPD basis) of C2H4N2O2S2 as an isolated structure.

```
12
Properties=species:S:1:pos:R:3:lowdin_charge:R:1
C -0.308 0.021 -0.134 -0.55
C 1.134 -0.360 -0.215 -0.73
H 1.053 1.948 0.548 0.03
H -1.198 2.037 -1.017 0.24
H -2.779 -2.702 0.754 0.04
H 2.934 -1.294 -0.264 -0.05
N -0.864 1.336 -0.070 0.03
N -1.002 -0.984 -0.232 -0.35
O 0.160 2.238 0.810 -0.09
O 1.764 0.655 -0.588 -0.05
S -2.713 -1.028 0.066 0.60
S 1.819 -1.867 0.343 0.87
```

Computed properties:
- largest force on an atom (eV/A) = 5.4
- total energy (eV) = -30878.2358
- frontier orbital gap (eV) = 8.70
- energy relative to the best compared isomer or geometry (same formula, charge and spin) (kcal per mole) = 127.30

***

No. 5
The following is a DFT calculation (the ωB97M-V functional and the def2-TZVPD basis) of a 2-piece molecular cluster, C2H4N2O3 overall.

```
11
Properties=species:S:1:pos:R:3:lowdin_charge:R:1
C -0.814 -0.245 -3.269 -0.72
C 0.689 0.228 0.830 -0.01
N -0.619 -0.476 2.590 0.00
N 0.443 0.148 2.134 -0.60
O -0.302 0.517 -4.103 -0.17
O 1.182 0.771 3.030 -0.37
O -1.238 -1.389 -3.520 -0.17
H 1.626 0.662 0.714 0.00
H 0.128 -0.032 -0.020 -0.01
H -0.716 0.119 -2.200 0.07
H -1.329 -0.649 1.811 -0.02
```

Computed properties:
- largest force on an atom (eV/A) = 3.2
- 2S+1 = 3
- total energy (eV) = -11254.9663
- expectation value of S² = 2.01
- frontier orbital gap (alpha / beta) (eV) = 4.13 / 7.36
- net charge = -2

***

No. 6
The following is a DFT calculation (the ωB97M-V functional and the def2-TZVPD basis) of an isolated molecule of C2H4N2O3.

```
11
Properties=species:S:1:pos:R:3:lowdin_charge:R:1
N -0.834 -1.511 -0.332 0.12
C -0.270 -0.264 -0.161 -0.32
N -1.034 0.756 -0.327 0.07
O -0.376 1.992 0.062 -0.09
C 1.174 -0.376 0.269 -0.46
O 1.737 -1.431 0.058 0.11
O 1.691 0.701 0.810 0.17
H -1.811 -1.559 -0.648 0.12
H -0.187 -2.288 -0.500 0.11
H -1.136 2.574 0.107 0.10
H 1.045 1.406 0.661 0.06
```

Computed properties:
- largest force on an atom (eV/A) = 1.8
- total energy (eV) = -11260.3000
- frontier orbital gap (eV) = 9.99
- SMILES = N/C(=N/O)C(=O)O
- energy relative to the best compared isomer or geometry (same formula, charge and spin) (kcal per mole) = 52.27